The following is a quantum chemistry calculation of a single C3H2N2O2 molecule in a non-equilibrium geometry, from the Open Molecules 2025 dataset.

Properties
Energy relative to the best compared isomer or geometry (same formula, charge and spin) (kcal per mole): 77.8
Highest occupied orbital energy (eV): -11.15
Gap between HOMO and LUMO (eV): 10.97

Each line ends with the Löwdin charge.
Atoms and positions in Å:
O  -1.2868  0.2549  -1.3288  0.077
C  -1.4554  -0.2993  -0.2833  -0.373
C  -0.0653  1.6486  0.7942  0.134
N  0.8945  1.0642  0.4181  0.015
C  1.4357  -0.1158  -0.0359  -0.174
N  0.7608  -1.1983  -0.0876  0.108
O  -0.5410  -1.0632  0.4057  -0.069
H  -2.3779  -0.2989  0.3207  0.152
H  2.4705  -0.1376  -0.3629  0.129

The following is a quantum chemistry calculation of a single C3H2N2O2 molecule in a non-equilibrium geometry, from the Open Molecules 2025 dataset.

Properties
Energy relative to the best compared isomer or geometry (same formula, charge and spin) (kcal per mole): 25.3
Structure (SMILES): [H]/N=C(/C#N)OC=O
Highest occupied orbital energy (eV): -11.43
Gap between HOMO and LUMO (eV): 11.25

Each line ends with the Löwdin charge.
Atoms and positions in Å:
N  -1.3528  -0.5927  -0.6652  0.227
C  -0.7088  0.2973  -0.0660  -0.408
O  0.6457  0.4673  0.1831  0.058
C  1.5524  -0.4499  -0.2297  -0.277
O  1.3153  -1.4446  -0.8543  0.100
C  -1.4007  1.2778  0.7400  -0.115
N  -1.8858  1.6629  1.7139  0.194
H  -0.7451  -1.3228  -1.0269  0.068
H  2.5419  -0.1215  0.1092  0.154

The following is a quantum chemistry calculation of C3H2N2O3 as an isolated structure in a non-equilibrium geometry, from the Open Molecules 2025 dataset.

Properties
Energy relative to the best compared isomer or geometry (same formula, charge and spin) (kcal per mole): 90.5
Highest occupied orbital energy (eV): -10.81
Gap between HOMO and LUMO (eV): 10.38

Each line ends with the Löwdin charge.
Atoms and positions in Å:
C  -0.7630  -0.4803  1.0912  -0.262
C  -0.1109  0.0321  -0.1792  -0.273
C  0.6928  0.3112  -2.0249  -0.128
H  -0.4301  -0.8263  3.1920  0.179
H  0.8288  0.2026  -3.1557  0.144
N  -0.4144  -0.2087  -1.3617  0.187
N  1.4159  1.0810  -1.2233  0.027
O  -0.0281  -0.2966  2.3711  0.009
O  -1.7436  -1.2004  0.7686  0.087
O  0.9815  0.9144  -0.0476  0.030

The following is a quantum chemistry calculation of a single C3H2N2O3 molecule in a non-equilibrium geometry, from the Open Molecules 2025 dataset.

Properties
Energy relative to the best compared isomer or geometry (same formula, charge and spin) (kcal per mole): 52.3
Structure (SMILES): O=c1cn[nH]c(=O)o1
Highest occupied orbital energy (eV): -10.37
Gap between HOMO and LUMO (eV): 9.56

Each line ends with the Löwdin charge.
Atoms and positions in Å:
C  -0.6878  -0.7279  0.9693  -0.376
C  0.5685  -1.2504  0.2873  -0.009
C  -0.4261  1.3028  -0.2980  -0.558
H  0.6564  -2.3917  0.3733  0.143
H  1.2443  1.2858  -1.5380  0.212
N  1.1455  -0.5949  -0.7318  0.070
N  0.6285  0.6011  -0.9426  0.034
O  -1.4152  -1.2198  1.8050  0.136
O  -0.6899  2.4336  -0.5028  0.171
O  -1.0242  0.5614  0.5782  0.177

The following is a quantum chemistry calculation of C3H2N2O3 as an isolated structure in a non-equilibrium geometry, from the Open Molecules 2025 dataset.

Properties
Energy relative to the best compared isomer or geometry (same formula, charge and spin) (kcal per mole): 92.2
Highest occupied orbital energy (eV): -11.40
Gap between HOMO and LUMO (eV): 11.31

Each line ends with the Löwdin charge.
Atoms and positions in Å:
C  -1.4911  0.1154  -0.0754  -0.420
C  0.1005  0.1334  -0.2609  -0.312
C  2.0574  0.3797  0.0765  -0.274
H  -2.9526  -0.9432  0.3535  0.183
H  3.0392  1.0290  0.0206  0.170
N  0.8473  1.2105  0.1476  0.200
N  2.0082  -0.7927  -0.0056  0.149
O  -1.9523  -1.1398  0.1800  0.083
O  -2.2349  1.0367  -0.1661  0.139
O  0.5783  -1.0290  -0.2701  0.083

The following is a quantum chemistry calculation of a 2-piece molecular cluster, C3H2N2O3 overall in a non-equilibrium geometry, from the Open Molecules 2025 dataset.

Properties
Energy relative to the best compared isomer or geometry (same formula, charge and spin) (kcal per mole): 89.8
Highest occupied orbital energy (eV): -9.67
Gap between HOMO and LUMO (eV): 9.96

Each line ends with the Löwdin charge.
Atoms and positions in Å:
C  1.0091  -1.1596  -1.8077  0.213
C  0.7411  1.7561  1.2130  -0.460
C  -1.3277  -0.6144  0.5410  -0.320
N  0.4495  -0.6674  -0.9112  -0.027
N  -0.1777  -0.1081  0.0068  0.005
O  0.7429  0.9687  2.0337  0.200
O  -1.9584  -1.6123  0.1823  0.016
O  0.6068  2.5541  0.3412  0.155
H  1.6170  -1.3514  -2.6976  0.101
H  -1.7026  0.2342  1.0987  0.118

The following is a quantum chemistry calculation of C3H2N2O3 as an isolated structure in a non-equilibrium geometry, from the Open Molecules 2025 dataset.

Properties
Energy relative to the best compared isomer or geometry (same formula, charge and spin) (kcal per mole): 122.4
Highest occupied orbital energy (eV): -10.30
Gap between HOMO and LUMO (eV): 8.81

Each line ends with the Löwdin charge.
Atoms and positions in Å:
C  1.4115  0.0379  0.0806  -0.381
C  0.5767  1.2983  -0.0468  0.009
C  -1.3530  0.0452  0.1078  -0.577
H  1.1777  2.2376  0.0868  0.153
H  -1.0656  -1.9323  0.6987  0.308
N  -0.6381  1.1636  -0.0978  0.186
N  -0.6750  -1.0658  -0.1561  0.061
O  2.6214  -0.1573  0.0948  0.122
O  -2.5831  0.0276  0.0696  0.090
O  0.6201  -1.0300  -0.1467  0.030

The following is a quantum chemistry calculation of a single C3H2N2O3 molecule in a non-equilibrium geometry, from the Open Molecules 2025 dataset.

Properties
Energy relative to the best compared isomer or geometry (same formula, charge and spin) (kcal per mole): 100.4
Structure (SMILES): O=c1ocnnc1O
Highest occupied orbital energy (eV): -10.21
Gap between HOMO and LUMO (eV): 9.48

Each line ends with the Löwdin charge.
Atoms and positions in Å:
C  0.3920  0.6356  -0.0848  -0.294
C  -1.7608  -0.5144  0.0851  -0.066
C  0.6195  -0.7814  -0.1323  -0.413
H  2.4155  0.9735  0.3813  0.204
H  -2.6435  -1.2221  0.2942  0.167
N  -0.5919  1.3476  -0.1988  0.110
N  -1.6854  0.7267  0.0038  0.039
O  1.4818  1.5009  0.1644  0.024
O  -0.5554  -1.3410  0.0879  0.105
O  1.6569  -1.4486  -0.0672  0.122

The following is a quantum chemistry calculation of an isolated ion of composition C3H2N2O4S and charge -2 in a non-equilibrium geometry, from the Open Molecules 2025 dataset.

Properties
Energy relative to the best compared isomer or geometry (same formula, charge and spin) (kcal per mole): 0.0
Total charge: -2
Highest occupied orbital energy (eV): 1.28
Gap between HOMO and LUMO (eV): 5.16

Each line ends with the Löwdin charge.
Atoms and positions in Å:
C  -0.1692  0.7677  0.1019  -0.185
C  -1.4664  1.1587  -0.0468  -0.638
C  -1.4465  -1.1682  -0.0035  -0.552
N  -0.1593  -0.6549  0.1498  0.018
N  -2.2575  -0.0422  0.0161  -0.059
O  -1.9436  2.3160  0.0324  -0.168
O  -4.5764  -0.3190  1.2417  -0.581
O  -1.6920  -2.4067  0.0031  -0.102
O  -4.5280  -0.3219  -1.2676  -0.591
S  -4.1234  0.3666  0.0021  0.725
H  0.5489  1.3573  -0.4597  0.041
H  0.5290  -1.3231  0.4158  0.092

The following is a quantum chemistry calculation of an isolated ion of composition C3H2N3O3 and charge -1 in a non-equilibrium geometry, from the Open Molecules 2025 dataset.

Properties
Energy relative to the best compared isomer or geometry (same formula, charge and spin) (kcal per mole): 5.4
Structure (SMILES): N=C=N/C(=N\[O-])C(=O)O
Total charge: -1
Highest occupied orbital energy (spin up / spin down) (eV): -3.70 / -3.70
Gap between HOMO and LUMO (spin up / spin down) (eV): 7.55 / 7.56

Each line ends with the Löwdin charge.
Atoms and positions in Å:
C  0.1991  -0.3934  -0.3491  -0.251
C  -1.4540  1.3701  0.4110  -0.325
C  1.6972  -0.2092  -0.7728  -0.558
N  -0.0294  -1.7195  -0.1419  -0.153
N  -2.3872  2.0945  0.7143  0.051
N  -0.5746  0.6143  0.1326  0.177
O  2.3606  -1.2227  -0.3428  0.041
O  2.2234  0.7182  -1.3742  0.022
O  -1.2347  -2.0699  0.0773  -0.197
H  1.5607  -1.8401  0.0159  0.118
H  -2.3609  2.6577  1.6298  0.074